Density functional theory data (wB97M-V/def2-TZVPD) for a molecular structure, C5H12N2O2Pb at a distorted geometry.

Results
HOMO-LUMO gap (alpha / beta) = 5.9 / 7.4 eV
energy relative to the best compared isomer or geometry (same formula, charge and spin) = 85.4 kJ/mol
net charge = +2

Each line ends with the Löwdin charge.
Cartesian coordinates (Å):
Pb  -1.1768  -0.4696  0.4335  1.633
C  -3.2311  0.2496  0.2763  -0.230
H  -3.6308  -0.3454  1.1331  0.043
H  -3.3607  1.3198  0.3571  0.049
H  -3.6906  0.0309  -0.6794  0.046
H  -1.3620  0.9570  -1.2932  0.105
H  -0.6803  0.6887  -1.2140  0.041
C  3.7761  -1.6857  0.3168  0.024
C  2.4954  -0.9708  0.5404  -0.233
N  1.4355  -1.1210  -0.2664  -0.029
O  1.6862  -2.0641  -1.3146  -0.007
C  2.2342  -0.0376  1.6042  -0.184
C  3.1974  0.3663  2.6450  0.041
N  0.9585  0.4338  1.5331  -0.176
O  0.4861  1.3119  2.3276  0.019
H  3.7206  -2.3168  -0.5906  0.104
H  4.0028  -2.2964  1.2120  0.127
H  4.5781  -0.9290  0.2275  0.125
H  1.0058  -1.9630  -2.0177  0.131
H  3.3678  1.4544  2.5527  0.134
H  2.7722  0.1222  3.6364  0.132
H  4.1439  -0.1804  2.4900  0.104

Density functional theory data (wB97M-V/def2-TZVPD) for 2 unconnected molecules or ions with the total composition C5H12N2O5 at a distorted geometry.

Results
HOMO-LUMO gap = 4.8 eV

Each line ends with the Löwdin charge.
Cartesian coordinates (Å):
C  2.1377  -0.2102  -0.1327  -0.062
C  1.2259  -1.4409  0.3930  -0.170
N  0.3592  -1.8888  -0.7596  0.012
C  -1.0966  -2.0925  -0.4264  -0.126
C  -1.8162  -0.8181  0.2120  -0.069
C  -1.7472  0.4953  -0.6925  -0.388
O  -2.5367  0.6889  -1.6534  0.067
O  -0.8034  1.5301  -0.4084  0.072
H  2.6529  0.3619  0.7060  0.111
H  1.5764  0.4737  -0.8756  0.095
H  2.9809  -0.6924  -0.7621  0.095
H  1.9699  -2.2878  0.6379  0.141
H  0.6654  -1.2230  1.3579  0.133
H  0.5144  -1.2769  -1.5920  0.186
H  0.7197  -2.8241  -1.0505  0.186
H  -1.6269  -2.3029  -1.4327  0.157
H  -1.2859  -3.0389  0.2041  0.156
H  -2.9244  -1.0865  0.3761  0.152
H  -1.3852  -0.5244  1.2436  0.130
H  -0.2020  1.1676  0.2855  0.087
N  0.1555  4.2516  1.0930  -0.666
O  -0.6687  5.0673  0.6471  -0.068
O  -0.1121  3.5882  2.1200  -0.121
O  1.2474  4.0827  0.5097  -0.112

Density functional theory data (wB97M-V/def2-TZVPD) for a single C5H12N2S molecule at a distorted geometry.

Results
structure (SMILES) = C[C@]1(N)CN[C@@H]1CS
HOMO-LUMO gap = 9.8 eV
energy relative to the best compared isomer or geometry (same formula, charge and spin) = 464.6 kJ/mol

Each line ends with the Löwdin charge.
Cartesian coordinates (Å):
C  0.6047  1.4625  -0.8122  -0.084
C  0.8431  0.0410  -0.2342  -0.523
N  2.2253  0.0477  0.4326  0.008
C  0.5284  -1.3250  -0.9524  -0.121
N  -0.2755  -1.7140  0.2503  -0.009
C  -0.1901  -0.3995  0.8367  -0.463
C  -1.3499  0.4397  0.8961  -0.451
S  -2.9607  -0.0313  -0.1762  0.586
H  -0.4190  1.5508  -1.3855  0.083
H  0.3221  2.1651  0.1772  0.097
H  1.7099  2.0349  -1.2856  0.163
H  2.1313  -0.9224  0.7873  0.040
H  2.0910  0.4627  1.6267  0.181
H  -0.0050  -1.0376  -1.7668  0.044
H  1.2546  -2.0660  -1.4650  0.141
H  -1.2394  -2.0692  -0.0064  0.095
H  0.1783  -0.4412  1.9266  0.154
H  -1.1290  1.5983  0.8373  0.087
H  -2.0721  0.3978  1.7951  0.062
H  -2.2480  -0.1944  -1.4817  -0.091

Density functional theory data (wB97M-V/def2-TZVPD) for a gas-phase ion, C5H12N3 (charge +1) at a distorted geometry.

Results
structure (SMILES) = C[C@H]1C=C1[C@H]([NH3+])NN
HOMO-LUMO gap = 10.1 eV
energy relative to the best compared isomer or geometry (same formula, charge and spin) = 563.5 kJ/mol
net charge = +1

Each line ends with the Löwdin charge.
Cartesian coordinates (Å):
C  2.4342  -1.3146  0.5239  -0.086
C  1.9625  0.1553  0.4870  -0.343
C  1.7754  0.9003  -0.8433  0.103
C  0.7096  0.3895  -0.2468  -0.149
C  -0.8039  0.4854  0.2101  -0.149
N  -0.6708  0.2004  1.9134  0.241
N  -1.6657  -0.3657  -0.4456  -0.143
N  -2.9172  0.0208  -0.9205  0.002
H  3.5535  -1.2818  0.5615  0.084
H  2.0754  -1.9308  -0.3935  0.111
H  2.0032  -1.7562  1.4683  0.069
H  2.3186  0.8176  1.3662  0.149
H  2.3080  1.3554  -1.7434  0.143
H  -1.1634  1.5789  0.2071  0.186
H  -1.5518  -0.1387  2.0261  0.088
H  0.1182  -0.3422  2.3633  0.174
H  -0.7297  1.0906  2.2779  0.101
H  -1.4130  -1.3655  -0.6548  0.179
H  -2.8176  0.0270  -2.0161  0.143
H  -3.6082  -0.7432  -0.7963  0.098

Density functional theory data (wB97M-V/def2-TZVPD) for a gas-phase ion, C5H12N3O (charge +1) at a distorted geometry.

Results
structure (SMILES) = C=NO/[NH+]=C(\N)C(C)C
HOMO-LUMO gap = 11.5 eV
energy relative to the best compared isomer or geometry (same formula, charge and spin) = 496.0 kJ/mol
net charge = +1

Each line ends with the Löwdin charge.
Cartesian coordinates (Å):
C  -4.3969  -0.0207  -0.4309  0.088
N  -3.1324  -0.1861  -0.4168  -0.025
O  -2.4171  0.7997  0.1761  -0.069
N  -1.0717  0.7719  -0.0689  0.097
C  -0.2492  -0.2551  0.0778  -0.267
N  -0.8135  -1.3493  0.5169  0.236
C  1.2158  -0.2780  -0.2714  -0.270
C  1.6927  0.8203  -1.2746  -0.032
C  2.1091  -0.2592  1.0178  -0.031
H  -4.9181  0.7774  -0.1445  0.055
H  -4.9313  -0.8417  -0.8504  0.093
H  -0.7940  1.6529  -0.6063  0.214
H  -1.8711  -1.3660  0.7476  0.172
H  -0.1722  -1.9893  0.8650  0.109
H  1.3074  -1.1572  -0.8020  0.122
H  0.9464  1.0052  -2.0630  0.093
H  2.5507  0.5699  -1.8115  0.071
H  1.9027  1.7570  -0.8617  0.069
H  3.0855  -0.4705  0.6618  0.071
H  1.8920  -1.0725  1.7171  0.072
H  2.1650  0.6022  1.7916  0.131

Density functional theory data (wB97M-V/def2-TZVPD) for 2 unconnected molecules or ions with the total composition C5H12N4 at a distorted geometry.

Results
structure (SMILES) = [H]/N=C/C(N)=N\[H].C=CNC
HOMO-LUMO gap = 8.7 eV
energy relative to the best compared isomer or geometry (same formula, charge and spin) = 355.9 kJ/mol

Each line ends with the Löwdin charge.
Cartesian coordinates (Å):
H  -2.8070  -0.4063  1.7217  0.050
N  -2.0410  0.2543  1.5635  0.064
C  -0.9159  -0.3390  1.3982  -0.155
C  0.5214  0.6185  1.2621  -0.488
N  0.2769  1.8829  1.7547  0.108
N  1.6745  0.0789  1.4782  0.043
H  1.8094  -0.6789  0.7984  0.013
H  -0.7685  -1.4224  1.5387  0.102
H  -0.7108  2.0927  1.8855  0.073
H  1.0975  2.3137  2.1588  0.098
C  -0.0842  -2.3070  -1.1815  0.008
C  -0.4262  -1.0103  -1.0302  -0.260
N  0.5449  0.0221  -0.9070  -0.163
C  0.4393  1.1975  -1.7894  -0.075
H  0.9085  -2.6646  -0.9287  0.055
H  -0.8333  -3.0636  -1.3811  0.048
H  -1.4075  -0.6570  -1.3322  0.116
H  1.4809  -0.3758  -1.0113  0.115
H  1.2117  1.9184  -1.5161  0.084
H  0.5740  0.8967  -2.8293  0.078
H  -0.5445  1.6491  -1.6527  0.085

Density functional theory data (wB97M-V/def2-TZVPD) for a single C5H12N4 molecule at a distorted geometry.

Results
structure (SMILES) = C=NN(C)[C@@](C)(N)N=C
HOMO-LUMO gap = 9.7 eV
energy relative to the best compared isomer or geometry (same formula, charge and spin) = 307.8 kJ/mol

Each line ends with the Löwdin charge.
Cartesian coordinates (Å):
C  -1.6765  2.4181  0.7043  -0.056
N  -1.1709  1.2751  0.8449  0.037
N  -0.1742  0.7205  -0.2198  -0.141
C  -0.6566  0.7444  -1.5841  -0.090
C  0.3700  -0.4510  0.3346  -0.598
C  1.1532  -0.1631  1.6144  -0.045
N  -0.5631  -1.5207  0.4557  0.096
N  1.5869  -0.7482  -0.7946  0.046
C  1.6733  -1.8981  -1.2703  -0.112
H  -1.5179  3.0554  -0.1688  0.073
H  -2.3166  2.7920  1.4984  0.066
H  -0.5042  1.7459  -1.9872  0.073
H  -0.1131  0.0304  -2.2001  0.072
H  -1.7239  0.5025  -1.6353  0.079
H  1.8745  0.6233  1.4147  0.075
H  0.4699  0.1698  2.3928  0.066
H  1.6722  -1.0619  1.9439  0.074
H  -1.5153  -1.1992  0.5678  0.078
H  -0.3024  -2.2104  1.1479  0.082
H  0.9361  -2.6952  -1.1166  0.061
H  2.4986  -2.1295  -1.9426  0.062

Density functional theory data (wB97M-V/def2-TZVPD) for a single C5H12N4 molecule at a distorted geometry.

Results
structure (SMILES) = CN[C@@H](C)[C@@]1(N)N=C1N
HOMO-LUMO gap = 9.0 eV
energy relative to the best compared isomer or geometry (same formula, charge and spin) = 172.8 kJ/mol

Each line ends with the Löwdin charge.
Cartesian coordinates (Å):
C  -1.4561  -1.6103  -0.7459  -0.141
N  -0.0413  -1.3508  -0.6313  -0.098
C  0.4613  -0.6370  0.5860  -0.332
C  1.8932  -1.0867  0.8639  -0.059
C  0.4080  0.8617  0.3164  -0.463
N  0.6527  1.6769  1.4699  0.100
N  0.7892  1.3418  -1.0638  0.199
C  -0.4556  1.3093  -0.7587  -0.398
N  -1.6599  1.7683  -1.1135  0.160
H  -1.8351  -1.9773  0.2092  0.078
H  -2.0695  -0.7468  -1.0375  0.050
H  -1.6051  -2.3898  -1.4932  0.075
H  0.4065  -1.0642  -1.4963  0.105
H  -0.1951  -0.8877  1.4267  0.139
H  1.9330  -2.1723  0.8399  0.073
H  2.5607  -0.7041  0.0954  0.079
H  2.2224  -0.7249  1.8355  0.068
H  0.4971  2.6547  1.2455  0.077
H  1.6116  1.5592  1.7806  0.071
H  -2.3995  1.7829  -0.4304  0.109
H  -1.7184  2.3971  -1.8987  0.107

Density functional theory data (wB97M-V/def2-TZVPD) for a single C5H12N4 molecule at a distorted geometry.

Results
structure (SMILES) = [H]/N=C(\C(N)=N/C)N(C)C
HOMO-LUMO gap = 9.3 eV
energy relative to the best compared isomer or geometry (same formula, charge and spin) = 137.8 kJ/mol

Each line ends with the Löwdin charge.
Cartesian coordinates (Å):
H  1.9712  -1.7477  -0.4007  0.062
N  1.0392  -1.8330  -0.0035  0.166
C  0.2513  -0.9119  -0.3747  -0.365
C  0.6289  0.4537  -0.9672  -0.383
N  0.0437  0.8363  -2.1528  0.114
N  1.4958  1.2210  -0.4445  0.028
C  2.1122  1.0224  0.8336  -0.145
N  -1.0062  -0.7923  0.2212  -0.205
C  -1.0748  -0.6416  1.6590  -0.072
C  -2.1169  -0.2253  -0.5081  -0.089
H  0.5018  1.6262  -2.5797  0.097
H  -0.1963  0.0991  -2.7953  0.092
H  1.8806  0.0779  1.3266  0.054
H  1.8237  1.8439  1.4887  0.073
H  3.1985  1.0736  0.6888  0.077
H  -1.0359  0.4165  1.9488  0.088
H  -0.2430  -1.1743  2.1125  0.078
H  -2.0101  -1.0705  2.0225  0.083
H  -2.1016  -0.5684  -1.5397  0.078
H  -2.1239  0.8686  -0.5000  0.083
H  -3.0383  -0.5742  -0.0354  0.086

Density functional theory data (wB97M-V/def2-TZVPD) for a molecular structure, C5H12N4O2 at a distorted geometry.

Results
HOMO-LUMO gap = 9.7 eV
energy relative to the best compared isomer or geometry (same formula, charge and spin) = 1123.9 kJ/mol

Each line ends with the Löwdin charge.
Cartesian coordinates (Å):
C  -1.1967  -3.0092  -0.3458  -0.073
C  -0.0379  -1.3037  1.0437  -0.330
C  0.6567  -0.3674  0.2990  -0.162
C  -0.1600  1.0233  -0.1517  -0.166
C  1.6445  2.9195  -0.1248  -0.023
H  -2.1985  -3.2551  -0.9915  0.103
H  -0.6159  -4.1391  0.2331  0.168
H  -0.4338  -2.6608  -1.4000  0.137
H  -0.3168  -0.7762  2.0711  0.181
H  0.4409  -2.0763  1.3338  0.065
H  0.7837  -0.8028  -0.6346  0.089
H  1.3480  -0.0222  1.0901  0.129
H  -0.7241  1.5809  1.0011  0.210
H  -0.8878  0.3557  -0.6027  0.092
H  1.7342  2.3164  0.8027  0.080
H  2.5612  2.5344  -0.5820  0.074
H  1.2987  4.0538  -0.4379  0.159
N  -1.2033  -1.8039  0.5703  -0.238
N  0.6585  1.9675  -0.7227  -0.249
N  0.4156  2.1949  -2.0491  -0.074
N  -2.4314  -1.3256  0.7364  -0.055
O  1.1617  2.9479  -2.5948  -0.053
O  -2.4974  -0.3521  1.4561  -0.064

Density functional theory data (wB97M-V/def2-TZVPD) for a gas-phase ion, C5H12N4OPS (charge +1) at a distorted geometry.

Results
HOMO-LUMO gap = 8.3 eV
net charge = +1

Each line ends with the Löwdin charge.
Cartesian coordinates (Å):
C  3.9665  -0.1388  0.3182  -0.086
C  2.5380  -0.8166  -0.0159  -0.229
N  1.9096  -0.2396  -1.2778  0.005
N  0.7041  0.3517  -0.9286  -0.114
C  0.3092  1.7321  -0.7691  0.039
N  -1.0553  1.7172  -0.3554  0.082
N  -1.4276  0.4244  -0.2962  -0.305
P  -2.9650  -0.3641  0.1564  0.916
C  -4.2694  0.8931  0.6784  -0.259
O  -2.5898  -1.2107  1.6258  -0.331
C  -0.3960  -0.5151  -0.6549  -0.498
S  -0.5636  -2.3356  -0.7153  0.802
H  4.7710  -0.3944  -0.4403  0.088
H  3.7608  0.9845  0.4082  0.083
H  4.2607  -0.5200  1.3565  0.093
H  2.5962  -1.9536  -0.1076  0.115
H  1.8823  -0.6058  0.9062  0.123
H  2.5353  0.4952  -1.6387  0.134
H  1.0089  2.6028  -0.9557  0.156
H  -5.0429  0.3213  1.2958  0.071
H  -4.7765  1.2652  -0.2726  0.058
H  -3.7509  1.7227  1.2555  0.053
H  -1.7477  -0.8462  1.9923  0.060
H  -1.6578  -2.5697  -1.5653  -0.057

Density functional theory data (wB97M-V/def2-TZVPD) for a molecular structure, C5H12N4PdS2SbSe4.

Results
HOMO-LUMO gap (alpha / beta) = 6.1 / 6.1 eV
energy relative to the best compared isomer or geometry (same formula, charge and spin) = 4.5 kJ/mol
net charge = -1

Each line ends with the Löwdin charge.
Cartesian coordinates (Å):
Pd  -0.1535  1.6009  1.0506  0.067
C  -0.1699  -1.2054  4.6404  -0.024
C  1.0721  -0.7425  3.9828  -0.327
N  2.2288  -0.5452  4.5399  0.115
N  3.0121  -0.0647  3.5204  0.015
C  2.3849  0.0512  2.3406  -0.847
S  2.9463  0.5280  0.8375  0.533
N  1.1374  -0.4067  2.6514  -0.081
N  0.0740  -0.3192  1.7549  -0.110
H  0.0496  -1.4537  5.6760  0.084
H  -0.5867  -2.0743  4.1292  0.067
H  -0.9253  -0.4170  4.5990  0.047
H  3.9763  0.1633  3.6788  0.142
H  0.2350  -0.9458  0.9651  0.064
H  -0.8057  -0.6534  2.2054  -0.091
Se  -3.0558  -1.3284  2.1859  -0.149
Sb  -2.9258  0.8879  1.1619  -0.189
Se  -1.2446  0.5321  -0.9298  0.029
Se  -1.7435  2.2496  2.9972  -0.084
Se  -4.8730  1.8839  0.1774  -0.216
C  0.6594  3.5491  -1.4258  -0.389
S  -0.2047  3.6883  0.1439  0.662
C  -1.8398  4.0639  -0.4712  -0.418
H  0.6068  4.5118  -1.9358  0.040
H  0.2041  2.7596  -2.0202  -0.008
H  1.6957  3.2999  -1.2078  0.032
H  -2.1875  3.2538  -1.1101  -0.017
H  -1.7923  5.0101  -1.0091  0.044
H  -2.5007  4.1466  0.3890  0.007